[1]
Here is a molecular structure, C17H34FGeN4Sr at a distorted geometry from the OMol25 dataset. Energies are from wB97M-V/def2-TZVPD.

Last column: natural (NBO) charge in e.
Cartesian coordinates (Å):
Sr: 0.0829 1.6550 -1.0294  0.2393
N: -2.3641 2.1451 -0.0976  -0.9334
C: -1.7859 3.2251 0.7310  -0.2521
C: -0.4029 3.6351 0.2151  -0.3774
N: 0.6348 2.6994 0.6683  -0.5664
C: 0.8457 2.6401 2.1644  -0.2250
C: 0.6273 1.1970 2.6946  -0.2517
N: -0.6608 0.6711 2.1886  -0.8939
C: 1.8152 3.0233 -0.1341  -0.3717
C: 2.9805 2.0434 0.0540  -0.2521
N: 2.5488 0.6728 0.3469  -0.8956
H: -3.0298 2.4955 -0.7793  0.3970
H: -2.8027 1.4291 0.4728  0.3847
H: -1.6620 2.8675 1.7378  0.2095
H: -2.4068 4.1113 0.8008  0.2034
H: -0.1703 4.6382 0.5289  0.2242
H: -0.3946 3.6694 -0.8980  0.2093
H: 0.1622 3.3159 2.6550  0.1933
H: 1.8397 2.9799 2.4218  0.2030
H: 0.7107 1.1804 3.7817  0.1750
H: 1.4120 0.5868 2.2833  0.2427
H: -1.3611 0.6356 2.9171  0.3607
H: -0.5318 -0.2736 1.8352  0.3830
H: 2.1607 4.0175 0.0791  0.2244
H: 1.5038 3.0712 -1.2026  0.1848
H: 3.5588 2.4020 0.8982  0.1913
H: 3.6310 2.1391 -0.8183  0.2090
H: 3.3367 0.1108 0.6245  0.3892
H: 2.1191 0.1650 -0.4219  0.3848
F: 0.4267 -6.8779 -0.0016  -0.3576
C: 0.0239 -5.5825 -0.0937  0.2917
C: 0.4252 -4.6843 0.7891  -0.2187
C: 0.1270 -3.2140 0.5890  -0.3109
C: -0.9790 -2.9614 -0.4128  0.0276
C: -1.7048 -1.8385 -0.4078  -0.4601
C: -1.2595 -4.0099 -1.3962  -0.2122
C: -0.7937 -5.2565 -1.2383  -0.2657
H: 1.0669 -4.9719 1.6149  0.2158
H: -0.1411 -2.7604 1.5455  0.1911
H: -1.6355 -1.0782 0.3658  0.1651
H: -2.4643 -1.6778 -1.1702  0.1919
H: -1.8993 -3.7609 -2.2391  0.2068
H: -1.0300 -6.0412 -1.9503  0.2166
C: 4.0456 -2.5700 -1.7680  -1.0843
Ge: 2.3043 -3.4483 -1.4131  1.5962
C: 1.3500 -3.1622 -3.1123  -1.1006
C: 2.7898 -5.3577 -1.4606  -1.1073
C: 1.4813 -2.6078 0.1064  -1.0880
H: 4.6568 -3.2219 -2.4021  0.2087
H: 4.6203 -2.3482 -0.8620  0.2067
H: 3.8754 -1.6382 -2.3141  0.2205
H: 2.0299 -3.3452 -3.9533  0.2109
H: 0.9912 -2.1377 -3.1658  0.2279
H: 0.4900 -3.8369 -3.2095  0.2193
H: 3.4440 -5.5548 -2.3195  0.2084
H: 1.8810 -5.9651 -1.5695  0.2192
H: 3.2950 -5.6719 -0.5413  0.2150
H: 2.1964 -2.6072 0.9439  0.1767

Computed properties:
Gap between HOMO and LUMO (spin up / spin down): 0.1013 / 0.1013 Eh
Charge: -1
Strongest force on any atom: 10.368 eV Å⁻¹
Energy above the lowest of the compared OMol25 structures with the same formula, charge and spin: 4.273 eV

[2]
Here is a molecular structure, C17H34HgO2P2 at a distorted geometry from the OMol25 dataset. Energies are from wB97M-V/def2-TZVPD.

Last column: natural (NBO) charge in e.
Cartesian coordinates (Å):
P: 0.8581 -2.3484 1.2732  1.4466
P: 0.4710 1.8227 0.4376  0.4779
C: 1.2042 -1.0277 -0.0873  -0.7488
C: 1.9034 0.2454 0.3139  -0.6165
H: 0.1580 -0.8555 -0.4754  0.2918
H: 1.8105 -1.5599 -0.8786  0.2418
H: 2.4729 0.2729 1.2365  0.2214
H: 2.6509 0.5654 -0.4264  0.2126
C: -0.8560 3.0448 -0.0728  -0.9492
H: -1.4133 3.4069 0.7921  0.2409
H: -1.6815 2.6517 -0.6904  0.2342
H: -0.3603 3.8427 -0.5875  0.2121
C: 1.2782 2.8979 1.6818  -0.9444
H: 0.7973 3.8479 1.6230  0.2284
H: 2.3018 2.9872 1.3071  0.2060
H: 1.2612 2.4809 2.6807  0.2707
C: -0.2101 -3.4936 0.2724  -0.9428
H: -0.3234 -4.4869 0.7348  0.2504
H: 0.2411 -3.6468 -0.7210  0.2564
H: -1.2269 -3.1483 0.0520  0.2722
C: 2.4871 -3.2375 1.1908  -0.9376
H: 3.4099 -2.6155 1.2300  0.2704
H: 2.5809 -3.7910 0.2215  0.2664
H: 2.5661 -3.9821 1.9961  0.2497
Hg: -1.6629 0.5175 1.0594  0.3243
C: 0.1740 1.2374 -2.4727  -0.2370
C: -1.1739 1.2994 -2.3518  -0.1469
C: -2.2209 0.4435 -2.9700  -0.4554
C: -1.7938 -0.9825 -3.3229  -0.4472
C: -0.7755 -1.5915 -2.4328  -0.2095
C: 0.5279 -1.6019 -2.7310  -0.1584
C: 1.3412 -0.7355 -3.6400  -0.4470
C: 0.8182 0.7227 -3.7327  -0.4424
C: -0.0350 -1.6413 2.7552  -1.0117
H: 0.8537 1.9288 -1.9245  0.2222
H: -1.6110 2.2920 -2.2738  0.2107
H: -2.6360 0.9894 -3.8242  0.2206
H: -3.0793 0.3805 -2.3049  0.2287
H: -2.6355 -1.6805 -3.2976  0.2175
H: -1.4874 -1.0347 -4.3725  0.2018
H: -1.2610 -2.3129 -1.7683  0.1994
H: 1.1455 -2.4612 -2.4691  0.1793
H: 1.5668 -1.1720 -4.6302  0.2277
H: 2.3680 -0.6912 -3.2401  0.2044
H: 1.6034 1.4207 -4.0302  0.2222
H: 0.1303 0.8124 -4.5662  0.1986
H: -0.1436 -0.6093 3.2091  0.3833
H: 0.6261 -2.0397 3.5435  0.2517
H: -1.0639 -2.0182 2.7866  0.2852
C: -1.8403 2.4321 5.6766  -0.7243
C: -1.5657 1.6688 4.4106  0.7653
O: -0.3456 1.3660 4.1795  -0.8166
O: -2.5153 1.4061 3.6036  -0.8043
H: -0.9099 2.8260 6.1037  0.2145
H: -2.2381 1.7118 6.3932  0.2168
H: -2.5415 3.2441 5.5303  0.2160

Computed properties:
Gap between HOMO and LUMO (spin up / spin down): 0.1893 / 0.1990 Eh
Charge: 0
Strongest force on any atom: 4.385 eV Å⁻¹
Energy above the lowest of the compared OMol25 structures with the same formula, charge and spin: 2.251 eV